1.
{"formula": "C4H12IO4", "method": "ωB97M-V with the def2-TZVPD basis set", "de_lowest_kcal_mol": 24.4, "homo_lumo_gap_ev": 7.0933, "e_homo_ev": -4.027, "largest_force_ev_per_a": 1.64, "charge": -1, "lumo_energy_ha": 0.1127, "symbols": ["H", "O", "H", "C", "H", "H", "H", "O", "H", "O", "H", "C", "O", "H", "H", "H", "H", "C", "I", "C", "H"], "xyz": [[-13.424, 18.533, -16.919], [-12.538, 21.528, -15.718], [-14.468, 22.114, -19.844], [-15.032, 22.995, -19.502], [-14.757, 23.731, -20.271], [-11.958, 19.614, -15.272], [-14.004, 20.093, -17.495], [-14.478, 23.451, -18.279], [-11.598, 20.075, -16.923], [-14.653, 19.638, -15.613], [-13.544, 23.641, -18.459], [-12.341, 20.192, -16.126], [-16.813, 21.925, -18.300], [-11.803, 22.010, -16.157], [-17.161, 21.064, -18.543], [-17.069, 23.636, -19.338], [-14.605, 18.839, -15.082], [-16.516, 22.700, -19.445], [-10.687, 23.444, -18.018], [-13.641, 19.565, -16.615], [-16.737, 22.247, -20.416]], "forces_ev_per_angstrom": [[-0.1, -0.1, 0.1], [0.8, -0.3, -0.5], [-0.3, -0.4, 0.2], [1.6, 0.1, -0.1], [-0.7, 0.1, -0.2], [-0.1, -0.2, 0.1], [-0.1, 0.2, 0.1], [-0.7, 0.0, -0.3], [0.0, 0.3, -0.1], [-0.2, -0.4, -0.2], [0.1, -0.1, 0.4], [-0.3, -0.3, 0.2], [-0.3, -0.4, -0.1], [-0.6, 0.4, 0.2], [0.1, 0.0, -0.1], [-0.1, 0.0, -0.2], [0.1, 0.1, 0.1], [0.8, 0.8, 0.3], [0.0, 0.0, -0.1], [0.4, 0.3, 0.2], [-0.4, -0.2, 0.2]]}

2.
{"formula": "C5H9NO", "method": "ωB97M-V with the def2-TZVPD basis set", "de_lowest_kcal_mol": 58.4, "homo_lumo_gap_ev": 10.0017, "e_homo_ev": -9.153, "largest_force_ev_per_a": 2.17, "charge": 0, "lumo_energy_ha": 0.0312, "smiles": "C=CC[C@H](N)C=O", "symbols": ["H", "H", "H", "H", "C", "H", "O", "C", "H", "N", "H", "C", "C", "C", "H", "H"], "xyz": [[2.106, 0.591, -0.398], [1.570, -0.885, 0.509], [0.076, -2.663, -2.180], [0.321, 0.008, 2.314], [0.180, 0.790, 0.435], [0.837, -0.300, -2.369], [-2.176, 0.996, 0.086], [-1.243, 0.256, 0.232], [0.997, -2.774, -0.626], [0.231, 0.935, 1.911], [1.077, 1.442, 2.155], [0.668, -2.133, -1.444], [0.864, -0.817, -1.414], [1.276, -0.079, -0.166], [0.060, 1.794, 0.024], [-1.325, -0.816, -0.035]], "forces_ev_per_angstrom": [[0.3, -0.2, 0.3], [0.2, 0.4, 0.4], [0.6, 0.2, -0.6], [0.0, 0.1, 0.1], [-1.7, -0.1, 1.3], [-0.8, 0.4, 0.2], [-0.3, 0.0, 0.4], [0.5, -0.1, -1.8], [-0.4, 0.3, 0.3], [0.7, 0.1, -0.4], [-0.1, 0.0, 0.2], [-0.2, -0.3, 0.6], [0.4, -0.3, -0.5], [0.4, -0.2, -1.0], [0.7, 0.0, -0.1], [-0.2, -0.1, 0.7]]}